{
  "formula": "C4H12N2O",
  "method": "ωB97M-V/def2-TZVPD",
  "charge": 0,
  "de_lowest_ev": 1.1286,
  "orbital_gap_ev": 9.6,
  "lumo_ha": 0.0327,
  "energy_ha": -344.3435,
  "smiles": "CC[C@@](N)(O)NC",
  "e_homo_ev": -8.7,
  "spin_multiplicity": 1,
  "elements": ["C", "N", "H", "H", "H", "H", "H", "C", "C", "N", "C", "O", "H", "H", "H", "H", "H", "H", "H"],
  "positions_angstrom": [[1.24786, 0.63524, 1.86483], [0.99220, 0.65218, 0.44104], [1.86233, 0.67188, -0.08124], [-1.25206, 1.10306, 0.14536], [1.79587, -0.25177, 2.23044], [1.83425, 1.51811, 2.12022], [0.29555, 0.69383, 2.39782], [-1.23166, 0.71618, -1.98915], [0.10529, -0.45554, -0.15033], [-0.17729, -1.54389, 0.74466], [-1.20762, 0.23894, -0.54409], [0.78196, -0.96263, -1.26524], [0.82461, -1.92184, -1.17665], [-0.82573, -1.27547, 1.47292], [0.66784, -1.89693, 1.18000], [-2.03409, -0.45019, -0.36523], [-2.14134, 1.25841, -2.18097], [-0.38802, 1.39577, -2.16982], [-1.14996, -0.12535, -2.67458]],
  "atomic_forces_ev_per_a": [[-0.10, -0.23, -0.05], [-0.04, -0.80, -0.95], [-0.15, -0.15, 0.05], [-0.44, -0.42, -0.34], [-0.11, 0.15, 0.02], [-0.05, -0.01, 0.05], [0.10, 0.04, 0.13], [0.66, 0.08, 0.31], [0.40, 1.20, 0.79], [0.08, -0.21, 0.08], [0.14, 0.21, 0.31], [0.42, -0.15, -0.23], [-0.13, 0.11, -0.01], [-0.03, -0.05, -0.03], [-0.02, 0.10, 0.08], [-0.11, 0.05, 0.03], [-0.41, 0.19, -0.15], [-0.17, -0.17, -0.05], [-0.03, 0.07, -0.03]],
  "nbo_charge": [-0.412, -0.679, 0.370, 0.216, 0.154, 0.208, 0.185, -0.601, 0.533, -0.862, -0.430, -0.731, 0.485, 0.373, 0.362, 0.198, 0.206, 0.211, 0.213]
}